Computed, not measured: C20H36As3NO8OsS2 as an isolated structure, with wB97M-V/def2-TZVPD.

XYZ file:
```
71
Properties=species:S:1:pos:R:3:forces:R:3
Os -0.214679 1.089108 0.558793 -0.7943 0.0188 -0.9899
As 4.164210 -1.863209 -2.815857 0.0686 -0.0441 0.0598
As 1.799046 0.030464 1.579317 0.2607 0.1040 0.2164
As 0.189490 -0.728320 -1.594380 0.0661 -0.0595 0.2855
S -0.632137 2.688971 -1.637758 0.1091 -0.1036 0.3849
S -1.764417 2.661050 2.617877 -0.1287 -0.3646 0.2064
O -1.312522 -2.319210 2.847277 -0.0368 0.0513 0.0394
O -0.728353 3.415097 1.961539 0.2267 0.3470 0.0325
O -0.868742 4.091935 -1.566274 -0.0322 0.0174 -0.0192
O -0.723961 2.051443 -2.916344 -0.0286 -0.0316 -0.0900
O -1.942678 2.713234 4.039025 0.0492 -0.0557 -0.0382
O -1.594159 1.933655 -0.629246 0.0780 -0.0915 0.1584
O 0.678531 2.285055 -0.916262 0.2191 0.0452 -0.1193
O -0.854276 -1.117876 1.020871 0.0353 0.0308 0.0000
N -1.377444 1.111581 2.181587 0.1000 0.1864 -0.2098
C -4.464497 2.464067 2.346516 -0.0404 0.0247 0.0685
C 3.352680 -1.476236 -1.030723 0.1244 0.0817 -0.0318
C 1.016217 -0.430253 -3.332076 -0.0269 -0.0706 -0.0102
C 2.854236 -3.792626 -0.134747 0.0354 -0.0121 0.0258
C -2.061083 -0.036271 2.741162 0.0154 -0.1150 0.0550
C 1.656596 -0.099103 3.505467 0.0709 -0.0164 -0.0382
C -5.671144 2.759592 1.739354 0.0084 0.0082 -0.0096
C 2.342177 -2.354185 -0.287407 -0.0363 0.0126 -0.0035
C -3.330427 3.906151 0.770487 0.0298 -0.0643 -0.0708
C 2.195166 -1.830001 1.156493 0.0131 -0.0071 0.0085
C 3.422084 1.060168 1.321711 0.0076 -0.0779 0.0154
C -5.730410 3.629843 0.650970 0.0145 -0.0238 0.0282
C -1.363317 -1.290351 2.200582 -0.0920 0.0378 0.0222
C -4.551031 4.201625 0.185646 0.0185 -0.0051 0.0045
C 5.697670 -2.911651 -2.170772 -0.0486 -0.0324 -0.0139
C -1.584199 -1.325825 -2.083505 0.0410 -0.0474 -0.0364
C 3.182116 -3.385342 -3.590841 -0.0306 -0.0226 -0.0261
C 0.990804 -2.420980 -1.009854 -0.0909 -0.0285 -0.0620
C -7.042284 3.925430 -0.017100 -0.0347 0.0087 -0.0235
C -3.298890 3.033566 1.847241 0.0147 -0.0108 0.0782
H 1.403667 0.876492 3.915977 -0.0150 0.0050 -0.0167
H 1.090608 -3.045344 -1.901609 -0.0406 0.0482 0.0705
H -6.584324 2.322150 2.124088 0.0001 -0.0012 0.0019
H 6.254001 -3.287160 -3.029146 -0.0066 0.0048 -0.0073
H 2.159869 -4.378095 0.470595 -0.0066 -0.0019 0.0069
H 2.947847 -4.282858 -1.102545 -0.0049 0.0365 0.0818
H 1.419094 -2.389380 1.685312 -0.0258 0.0254 -0.0197
H 0.880046 -0.819929 3.759291 -0.0156 0.0107 -0.0241
H 6.359825 -2.267967 -1.592450 -0.0103 0.0078 -0.0019
H -2.126268 -0.483621 -2.507712 0.0129 0.0300 -0.0062
H 3.359442 1.959138 1.933208 -0.0389 -0.0071 0.0028
H -7.046170 4.922180 -0.456424 0.0030 -0.0002 -0.0016
H 3.144014 -1.990703 1.681042 -0.0352 -0.0339 0.0069
H 3.524836 1.351276 0.278967 -0.0293 -0.0098 -0.0029
H 1.151209 -1.392878 -3.831371 -0.0469 0.1594 0.0368
H 3.829714 -3.810633 0.356326 0.0118 -0.0008 0.0055
H 3.586766 -3.516796 -4.594537 0.0090 -0.0128 -0.0027
H 1.977669 0.069738 -3.231296 -0.0253 0.0002 0.0122
H 3.327692 -4.310190 -3.035624 -0.0116 0.0184 -0.0487
H 0.250132 -2.882413 -0.355551 -0.0137 0.0168 -0.0174
H -1.514265 -2.131967 -2.814485 -0.0135 0.0068 0.0032
H -2.413869 4.328813 0.385295 0.0174 0.0363 0.0073
H -2.081593 -1.676410 -1.182414 0.0002 0.0054 -0.0009
H 0.355758 0.205963 -3.912349 -0.0281 0.0302 0.0202
H 4.284030 0.468495 1.629772 -0.0084 0.0173 -0.0033
H 2.116592 -3.182244 -3.688872 0.1415 -0.0437 -0.0184
H -3.105686 -0.066519 2.408434 0.0015 -0.0353 0.0240
H -7.229365 3.209932 -0.820867 -0.0008 0.0026 0.0018
H 4.241099 -1.358867 -0.398936 0.0054 0.0189 -0.0252
H 2.613046 -0.435574 3.906453 -0.0283 -0.0028 0.0179
H -4.433430 1.822999 3.217928 0.0158 0.0102 0.0080
H -4.580643 4.884852 -0.653970 0.0001 0.0034 -0.0061
H -2.038035 -0.014902 3.831078 -0.0061 -0.0233 -0.0152
H 2.935385 -0.469250 -1.143594 -0.0086 -0.0182 0.0189
H -7.870414 3.855065 0.687401 -0.0006 -0.0012 0.0001
H 5.381350 -3.753988 -1.556183 0.0165 0.0074 -0.0060
```
Positions in Å, forces in eV/Å.

Results
LUMO energy (alpha / beta), eV: -0.06 / -1.97
Expectation value of S²: 6.018
HOMO level (alpha / beta), eV: -8.117 / -9.071
Total energy, Eh: -9034.6681
Energy above the lowest of the compared OMol25 structures with the same formula, charge and spin, kcal per mole: 0.00
Spin multiplicity: 5